[1]
Computed, not measured: the molecule C3HN3O2 in a non-equilibrium geometry, with ωB97M-V/def2-TZVPD.

Values from the calculation:
SMILES: c1onc2nnoc12
LUMO energy (eV): -0.7
Energy above the lowest of the compared OMol25 structures with the same formula, charge and spin (eV): 5.4735
Kohn-Sham gap (eV): 9.219
Energy (eV): -11685.9659

Geometry (Å):
C 1.0470 1.0475 0.6700
C -0.6681 0.0752 -0.0819
C 0.6128 -0.1434 0.0588
H 2.0823 1.0349 1.0792
N -1.2328 1.0410 0.6321
N -1.0868 -0.9484 -0.7874
N -0.0884 -1.5929 -1.1620
O 0.0720 1.7320 1.0130
O 1.0309 -1.2832 -0.4804

=====

[2]
Computed, not measured: the molecule C3HN5S in a non-equilibrium geometry, with ωB97M-V/def2-TZVPD.

Values from the calculation:
LUMO energy (alpha / beta) (eV): -2.2 / -2.1
Energy above the lowest of the compared OMol25 structures with the same formula, charge and spin (eV): 0.0000
Kohn-Sham gap (alpha / beta) (eV): 7.471 / 6.339
Energy (eV): -21406.0087

Geometry (Å):
C -1.7699 -0.4837 0.3022
C -1.5368 0.9278 0.0101
C -4.3432 0.2734 -0.0931
N -0.6479 -1.1215 0.2278
N -0.1988 1.0598 -0.0408
N -2.5608 1.7854 0.0981
N -3.7120 1.3023 0.1425
N 0.3069 -0.1662 -0.0593
S -5.4022 -0.8903 -0.0635
H 1.2889 -0.1650 0.1524

=====

[3]
Computed, not measured: C3HNO as an isolated structure in a non-equilibrium geometry, with ωB97M-V/def2-TZVPD.

Values from the calculation:
LUMO energy (alpha / beta) (eV): -1.4 / -1.5
Energy above the lowest of the compared OMol25 structures with the same formula, charge and spin (eV): 5.8724
Kohn-Sham gap (alpha / beta) (eV): 9.031 / 8.824
Energy (eV): -6657.1353

Geometry (Å):
C 0.8918 0.0563 -0.0148
C -0.0653 -0.9825 0.0405
C -0.0388 0.9739 0.0619
N -1.3868 -0.6439 0.0089
O -1.3537 0.6461 -0.0054
H 1.9529 -0.0498 -0.0911